# 1
{"formula": "C2H7N2O2", "method": "wB97M-V/def2-TZVPD", "molar_mass_g_mol": 91.09, "fmax_ev_per_a": 2.11, "e_tot_ha": -340.4420, "orbital_gap_ha": 0.2933, "charge": -1, "de_lowest_ev": 0.797, "elements": ["N", "C", "N", "H", "H", "H", "H", "H", "H", "O", "C", "O", "H"], "positions_angstrom": [[0.585, -0.459, 0.071], [-0.036, -0.171, 1.321], [-0.172, -1.317, 2.240], [1.583, -0.427, 0.125], [0.049, -0.394, -0.795], [-1.003, 0.291, 1.130], [0.551, 0.569, 1.880], [0.771, -1.596, 2.480], [-0.592, -2.079, 1.721], [-0.711, 2.204, -3.466], [-0.456, 1.366, -2.590], [-0.102, 0.172, -2.579], [-0.466, 1.839, -1.538]], "forces_ev_per_angstrom": [[-0.46, -0.46, 1.10], [0.31, 0.21, -0.09], [-0.34, 0.37, 0.17], [0.05, 0.10, -0.85], [0.82, 0.37, -0.34], [-0.20, -0.20, 0.13], [-0.09, 0.03, 0.02], [-0.02, -0.27, -0.02], [0.12, -0.11, -0.03], [-0.11, -0.58, -0.73], [0.45, 1.30, 1.59], [-0.33, -0.48, -0.80], [-0.18, -0.28, -0.15]]}


# 2
{"formula": "C4H20NO7", "method": "wB97M-V/def2-TZVPD", "molar_mass_g_mol": 194.20, "fmax_ev_per_a": 1.62, "e_tot_ha": -745.8721, "orbital_gap_ha": 0.3338, "charge": -1, "de_lowest_ev": 1.038, "elements": ["C", "C", "C", "O", "N", "C", "O", "H", "H", "H", "H", "H", "H", "H", "H", "H", "H", "H", "H", "O", "H", "H", "O", "H", "H", "O", "H", "H", "O", "H", "H", "O"], "positions_angstrom": [[0.047, -1.525, 0.257], [-0.001, -1.993, 1.717], [0.002, -0.782, 2.662], [0.825, 0.320, 2.322], [1.199, -1.959, -0.490], [2.312, -1.073, -0.671], [2.212, -0.224, -1.825], [-0.849, -1.767, -0.322], [-0.092, -0.433, 0.130], [-0.983, -2.439, 1.894], [0.811, -2.639, 2.045], [-1.033, -0.407, 2.744], [0.274, -0.998, 3.702], [0.999, -2.417, -1.363], [3.255, -1.579, -0.878], [2.358, -0.459, 0.234], [1.489, 0.418, -1.641], [-3.432, -0.002, -0.115], [-2.316, 0.969, -0.035], [-3.046, 0.621, 0.517], [0.565, 2.481, 1.327], [0.677, 0.588, 1.417], [0.683, 3.013, 0.533], [-1.311, 2.207, -0.830], [-1.775, 3.315, -0.022], [-2.168, 2.743, -0.696], [0.242, -0.955, -3.241], [-0.500, 0.075, -2.562], [-0.621, -0.890, -2.836], [0.517, 2.420, -0.249], [-0.231, 2.005, -2.217], [-0.111, 1.364, -1.508]], "forces_ev_per_angstrom": [[-0.43, 0.63, -1.06], [-0.29, 1.24, 0.52], [-1.21, 0.87, 0.63], [0.75, -0.07, 0.40], [1.21, -0.75, -0.06], [-0.49, 0.75, -0.51], [-0.22, 0.10, 0.46], [0.05, -0.77, 0.28], [0.40, -0.10, 0.48], [0.27, -0.49, 0.10], [0.00, -0.33, -0.68], [0.12, -0.07, -0.20], [0.17, -0.42, -0.30], [-0.41, 0.03, -0.02], [-0.08, -0.40, 0.47], [0.40, -0.07, 0.05], [-0.11, 0.05, -0.28], [-0.14, 0.02, 0.37], [-0.60, 0.37, 0.56], [0.27, -1.03, -0.48], [-0.01, 0.06, -0.04], [-0.18, -0.20, -0.43], [0.05, 0.09, -0.09], [-0.88, 0.04, -0.86], [-0.54, 0.37, 0.08], [1.52, 0.31, 0.30], [0.52, -0.68, -0.29], [-0.67, -0.84, 0.76], [-0.03, 1.11, -0.32], [0.03, -0.07, 0.24], [0.22, 0.08, -0.06], [0.32, 0.17, 0.01]]}


# 3
{"formula": "C4H9NO2", "method": "wB97M-V/def2-TZVPD", "molar_mass_g_mol": 103.12, "fmax_ev_per_a": 1.61, "e_tot_ha": -363.0605, "orbital_gap_ha": 0.3833, "de_lowest_ev": 0.680, "elements": ["C", "C", "C", "O", "C", "N", "O", "H", "H", "H", "H", "H", "H", "H", "H", "H"], "positions_angstrom": [[0.482, -0.682, 0.031], [0.094, 0.222, -1.156], [0.930, -0.155, -2.379], [0.297, 1.593, -0.834], [-0.382, -0.532, 1.277], [-1.238, 0.529, 1.275], [-0.309, -1.276, 2.226], [1.514, -0.427, 0.300], [0.466, -1.728, -0.273], [-0.963, 0.000, -1.323], [1.991, -0.245, -2.148], [0.676, 0.447, -3.246], [0.633, -1.166, -2.701], [1.231, 1.669, -0.674], [-1.106, 1.350, 0.716], [-2.053, 0.476, 1.866]], "forces_ev_per_angstrom": [[0.21, 0.65, -0.11], [0.74, -1.10, 0.13], [-1.04, -1.23, -0.11], [-1.02, -0.13, -0.11], [0.18, 0.77, -0.11], [-0.70, -0.08, 0.08], [-0.05, -0.80, 0.04], [0.01, -0.25, 0.14], [0.00, -0.04, 0.11], [-0.05, 0.73, -0.30], [0.09, 0.51, -0.13], [0.43, 0.49, 0.09], [0.08, 0.08, 0.21], [0.67, 0.33, 0.15], [0.08, -0.07, -0.39], [0.35, 0.12, 0.31]]}


Copy entry 1 word for word.
{"formula": "C2H7N2O2", "method": "wB97M-V/def2-TZVPD", "molar_mass_g_mol": 91.09, "fmax_ev_per_a": 2.11, "e_tot_ha": -340.4420, "orbital_gap_ha": 0.2933, "charge": -1, "de_lowest_ev": 0.797, "elements": ["N", "C", "N", "H", "H", "H", "H", "H", "H", "O", "C", "O", "H"], "positions_angstrom": [[0.585, -0.459, 0.071], [-0.036, -0.171, 1.321], [-0.172, -1.317, 2.240], [1.583, -0.427, 0.125], [0.049, -0.394, -0.795], [-1.003, 0.291, 1.130], [0.551, 0.569, 1.880], [0.771, -1.596, 2.480], [-0.592, -2.079, 1.721], [-0.711, 2.204, -3.466], [-0.456, 1.366, -2.590], [-0.102, 0.172, -2.579], [-0.466, 1.839, -1.538]], "forces_ev_per_angstrom": [[-0.46, -0.46, 1.10], [0.31, 0.21, -0.09], [-0.34, 0.37, 0.17], [0.05, 0.10, -0.85], [0.82, 0.37, -0.34], [-0.20, -0.20, 0.13], [-0.09, 0.03, 0.02], [-0.02, -0.27, -0.02], [0.12, -0.11, -0.03], [-0.11, -0.58, -0.73], [0.45, 1.30, 1.59], [-0.33, -0.48, -0.80], [-0.18, -0.28, -0.15]]}